Entry 1:
Here is C41H64GeN5O3P3Y as an isolated structure from OMol25. Energies are from ωB97M-V/def2-TZVPD.

The calculation puts the energy above the lowest of the compared OMol25 structures with the same formula, charge and spin at 3.900 eV. As for the total energy: -5239.2001 a.u. The HOMO-LUMO gap (alpha / beta) comes out at 3.56 / 3.56 eV. The highest occupied orbital energy (alpha / beta) is -5.366 / -5.371 eV. The maximum force is 4.55 eV Å⁻¹.

ORCA input file:
```
! wB97M-V def2-TZVPD RIJCOSX def2/J DEFGRID3
* xyz 0 2
Y 2.4904 -3.5530 1.3208
C -5.1465 -3.3257 0.9381
C -4.3677 -4.2197 -0.0428
C -4.1195 -5.6452 0.5256
P -2.7212 -3.7212 -0.5650
C -2.6445 -1.7226 -0.3675
N -1.8538 -0.7041 -1.0950
Ge -0.2452 0.4253 -0.3506
N -0.6468 1.7473 1.0349
C -0.8708 1.1570 2.3129
P 0.5713 1.1893 3.5933
C -1.3690 2.2893 5.9600
C -0.7347 2.7459 7.2594
C -0.7055 1.3095 5.1749
C 1.2707 2.8869 3.2893
C 2.6745 2.9728 3.9615
C 0.5505 4.0927 3.9405
C -1.5395 2.7870 0.6838
C -1.9708 3.7604 1.6151
C -2.9492 4.6657 1.2864
C -3.5930 4.5666 0.0163
C -3.0501 3.7039 -0.9280
C -1.9556 2.9007 -0.5865
N -1.1774 2.0931 -1.5285
C -1.9104 1.3213 -2.5229
C -1.9793 1.7490 -3.8534
C -2.7847 1.0675 -4.7551
C -3.6906 0.0987 -4.2714
C -3.5294 -0.3877 -2.9714
C -2.4810 0.0530 -2.0907
C 0.0059 2.6925 -2.1200
C 0.2914 4.0515 -2.2502
C 1.2208 4.4412 -3.1801
C 1.7749 3.4844 -4.0597
C 1.6177 2.1155 -3.7852
C 0.9121 1.7128 -2.6528
N 1.0128 0.5903 -1.9117
C 1.6710 -0.5801 -2.4359
P 3.5475 -0.7265 -1.8560
C 4.5460 -0.9882 -3.4878
C 4.6861 -2.4374 -3.6248
C 5.7113 -0.0316 -3.8688
C 4.0348 0.8996 -0.9500
C 4.1427 2.3251 -1.4828
C 3.5173 0.9209 0.5083
C -2.9784 -3.8681 -2.3984
C -3.3602 -5.3324 -2.7337
C -1.7610 -3.3218 -3.1857
H -6.1253 -3.7951 1.1406
H -5.2817 -2.3152 0.5127
H -4.6229 -3.2808 1.9128
H -5.0138 -4.3034 -0.9593
H -4.7855 -5.7331 1.4301
H -3.1165 -5.7378 0.9111
H -4.3114 -6.4585 -0.2002
H -2.2348 -1.7198 0.6934
H -3.6943 -1.3792 -0.3401
H -1.1068 0.0667 2.1475
H -1.7723 1.6119 2.7938
H -2.2927 2.7003 5.6928
H 0.3020 3.1287 7.1923
H -0.7556 1.9144 7.9748
H -1.4306 3.4768 7.7545
H -0.1304 0.6752 5.8799
H 4.1987 -1.5102 2.4380
H -1.5582 0.8112 4.7151
H 1.3197 3.0345 2.1915
H 2.6340 3.0599 5.0593
H 3.1832 3.8772 3.5540
H 3.3138 2.1705 3.6682
H 0.8003 4.0909 5.0326
H -0.5305 4.0915 3.8981
H 0.9469 5.0477 3.6156
H -1.6263 3.6285 2.6231
H -3.2450 5.4767 1.9736
H -4.5178 5.1201 -0.1846
H -3.3716 3.7597 -1.9567
H -1.3815 2.5945 -4.1783
H -2.6233 1.3310 -5.8101
H -4.4655 -0.3159 -4.9127
H -4.2399 -1.1120 -2.5801
H -0.1434 4.7865 -1.5944
H 1.4364 5.5226 -3.2838
H 2.3703 3.8245 -4.9065
H 2.1275 1.4006 -4.4738
H 1.6478 -0.6742 -3.5281
H 1.2200 -1.4929 -2.0508
H 3.8159 -0.7716 -4.2939
H 5.7376 -2.7247 -3.3116
H 4.4589 -2.9044 -4.6185
H 4.0682 -2.9165 -2.8448
H 5.4597 1.0162 -4.0418
H 6.0089 -0.5585 -4.7340
H 6.4789 -0.1284 -3.0941
H 5.1141 0.5957 -0.8420
H 3.4477 2.6120 -2.3078
H 5.1623 2.4757 -1.8877
H 3.9332 3.0290 -0.6536
H 2.5962 1.5320 0.6266
H 4.2254 1.3966 1.2047
H 3.3579 -0.0955 0.8903
H -3.8817 -3.2431 -2.5840
H -2.5162 -6.0345 -2.6198
H -3.7119 -5.4409 -3.7796
H -4.1300 -5.7381 -2.0718
H -1.3664 -4.0814 -3.8459
H -0.9789 -2.9287 -2.5294
H -2.0448 -2.4881 -3.8201
N 3.2952 -4.8942 3.2190
C 2.3579 -4.2975 4.2426
C 0.9542 -4.0260 3.5814
O -0.0538 -4.7599 3.5583
O 1.0216 -2.9559 2.6317
H 3.2667 -6.0168 3.3812
H 4.1945 -4.4690 3.4554
H 2.6326 -3.3539 4.6910
H 1.9857 -5.0995 4.9487
O 3.8736 -2.3558 2.0950
*
```

Here are the Löwdin charges for atoms 1 to 6, given in e: atom 1 (Y): 1.535, atom 2 (C): -0.123, atom 3 (C): -0.618, atom 4 (C): -0.158, atom 5 (P): 1.021, atom 6 (C): -0.343

=====

Entry 2:
Here is C41H64N9O9PRb as an isolated structure from OMol25. Energies are from ωB97M-V/def2-TZVPD.

As for the total energy: -3136.3661 a.u. The HOMO-LUMO gap comes out at 5.35 eV. The highest occupied orbital energy is -4.323 eV. The maximum force is 0.70 eV Å⁻¹.

ORCA input file:
```
! wB97M-V def2-TZVPD RIJCOSX def2/J DEFGRID3
* xyz -1 1
Rb 1.3416 0.5756 0.9183
C 1.8175 -4.6267 1.6474
C 1.9098 -3.2561 1.3590
N 1.0645 -2.3590 1.8122
C 0.0485 -2.7713 2.5922
C -0.1518 -4.1250 2.9134
C 0.7767 -5.0592 2.4229
C -1.2781 -4.5198 3.7107
C -2.1621 -3.6036 4.1519
C -1.9905 -2.2110 3.8499
C -2.9068 -1.2367 4.2837
C -2.7019 0.0734 3.9472
C -1.5627 0.4027 3.1938
N -0.6744 -0.4814 2.8015
C -0.8855 -1.7779 3.0965
H 2.5566 -5.3121 1.2553
H 2.7085 -2.8795 0.7305
H 0.6570 -6.1087 2.6671
H -1.4000 -5.5706 3.9465
H -3.0160 -3.9006 4.7502
H -3.7662 -1.5379 4.8728
H -3.3932 0.8506 4.2450
H -1.3914 1.4178 2.8456
O 6.2709 -0.4978 5.0994
C 6.5581 -1.2703 4.0773
O 7.4364 -2.1104 4.1174
C 5.7058 -1.1342 2.8641
C 5.8680 -1.9231 1.7462
N 4.9254 -1.5491 0.8664
N 4.1559 -0.5590 1.3311
C 4.6121 -0.2841 2.5420
C 3.9796 0.8695 3.3014
O 4.3786 1.0474 4.4790
O 3.1371 1.5389 2.6767
H 5.4821 0.1408 4.8842
H 6.5828 -2.7040 1.5505
H 4.7457 -1.8341 -0.0883
O -1.0126 -0.0554 -3.6319
H -0.7595 -1.0000 -3.6294
H -0.2421 0.3725 -3.2395
O 3.4712 1.8945 -0.3247
H 3.6944 0.9874 -0.5705
H 3.5508 1.8902 0.6461
N -3.8657 -1.2605 -1.7614
C -2.9573 -2.4499 -1.9171
C -2.2620 -2.7380 -0.5908
N -1.6185 -1.5796 -0.0273
C -2.5033 -0.4463 0.1309
C -3.1679 -0.0501 -1.1673
H -4.6451 -1.5079 -1.1515
H -4.2488 -1.0134 -2.6715
H -2.2188 -2.1981 -2.6726
H -3.5688 -3.2831 -2.2678
H -1.5300 -3.5268 -0.7677
H -2.9878 -3.1257 0.1385
H -0.7615 -1.3377 -0.5103
H -1.9388 0.4487 0.4555
H -3.2614 -0.6927 0.8902
H -2.4347 0.2700 -1.9084
H -3.9321 0.7129 -1.0291
C -0.5526 3.3439 -2.4069
C -0.4307 4.4012 -1.2982
C -0.8960 5.7583 -1.8341
C 1.0734 4.5007 -1.0014
P -1.3041 3.6827 0.2532
N -1.0389 2.1869 0.4480
C -0.7016 4.7538 1.7314
C -1.6402 4.5431 2.9287
C -0.5412 6.2614 1.5214
C 0.6408 4.1418 2.1592
C -3.1828 4.0978 0.0316
C -3.9419 3.1959 1.0174
C -3.6480 5.5458 0.2062
C -3.6165 3.6399 -1.3669
H 0.1920 3.5481 -3.1830
H -1.5295 3.3305 -2.8873
H -0.3657 2.3573 -1.9774
H -0.2561 6.0426 -2.6775
H -0.8219 6.5511 -1.0893
H -1.9199 5.7395 -2.2052
H 1.5974 4.7247 -1.9365
H 1.4745 3.5612 -0.6208
H 1.3189 5.2952 -0.2995
H -2.6023 5.0404 2.8175
H -1.1622 4.9568 3.8224
H -1.8153 3.4821 3.1081
H -1.4688 6.7463 1.2140
H 0.2256 6.5005 0.7867
H -0.2308 6.7184 2.4681
H 0.5380 3.0579 2.1545
H 0.9058 4.4740 3.1665
H 1.4626 4.4006 1.4955
H -3.8743 3.5436 2.0457
H -3.5271 2.1859 0.9815
H -5.0049 3.1723 0.7464
H -3.5055 5.9162 1.2195
H -4.7221 5.6067 -0.0109
H -3.1396 6.2280 -0.4752
H -3.2009 2.6608 -1.5984
H -3.3059 4.3273 -2.1513
H -4.7114 3.5788 -1.4035
C 1.9367 -2.9947 -5.9725
C 1.2690 -4.1968 -5.3159
C 1.3900 -4.1971 -3.7822
C 0.6519 -5.4221 -3.2067
C 0.7658 -5.5424 -1.6932
C 2.8543 -4.3246 -3.4259
O 3.5452 -5.2532 -3.7979
N 3.3563 -3.3275 -2.6450
C 2.6493 -2.2198 -2.1277
O 3.3020 -1.4475 -1.4299
N 1.3426 -2.0607 -2.4198
C 0.7301 -2.9271 -3.2308
O -0.4630 -2.7716 -3.5587
H 1.8252 -3.0347 -7.0566
H 3.0066 -2.9654 -5.7538
H 1.4924 -2.0592 -5.6273
H 1.7172 -5.1240 -5.6781
H 0.2054 -4.2121 -5.5554
H 1.0690 -6.3105 -3.6851
H -0.3933 -5.3333 -3.5092
H 1.8045 -5.6843 -1.3873
H 0.1969 -6.3956 -1.3205
H 0.3988 -4.6470 -1.1856
H 4.3392 -3.3728 -2.4189
*
```

Here are the Löwdin charges for atoms 1 to 6, given in e: atom 1 (Rb): 0.823, atom 2 (C): -0.049, atom 3 (C): -0.117, atom 4 (N): 0.107, atom 5 (C): -0.155, atom 6 (C): -0.150

=====

Entry 3:
Here is C41H65O35PS as an isolated structure from OMol25. Energies are from ωB97M-V/def2-TZVPD.

As for the total energy: -4974.5131 a.u. The HOMO-LUMO gap comes out at 10.43 eV. The highest occupied orbital energy is -10.416 eV. The maximum force is 0.90 eV Å⁻¹.

ORCA input file:
```
! wB97M-V def2-TZVPD RIJCOSX def2/J DEFGRID3
* xyz 0 1
C 7.1485 -0.0592 -2.5222
C 6.0533 -0.8311 -1.8497
O 5.5742 -0.5544 -0.7883
O 5.6575 -1.9426 -2.5488
C 4.5492 -1.7518 -3.4391
C 3.2713 -1.2813 -2.7435
C 2.0423 -1.9710 -3.3274
O 1.0165 -0.9527 -3.5349
S -0.4540 -1.3996 -3.9105
O -0.6086 -2.7835 -3.5732
O -1.2051 -0.5090 -2.6164
P -2.6786 -0.0188 -2.9466
O -3.3031 0.8238 -1.9322
O -3.4655 -1.3657 -3.2343
O -2.5150 0.6960 -4.3612
H 6.7658 0.4429 -3.4107
H 7.5341 0.6807 -1.8257
H 7.9507 -0.7353 -2.8120
H 4.3718 -2.7262 -3.8839
H 4.8313 -1.0656 -4.2436
H 3.1436 -0.2026 -2.8383
H 3.3480 -1.4865 -1.6770
H 2.2580 -2.4620 -4.2759
H 1.6591 -2.7296 -2.6516
H -4.4037 -1.2324 -3.0591
H -3.1683 1.4056 -4.4025
C -1.5154 3.5479 -7.1164
C -0.4540 3.2600 -6.0893
C -0.0726 4.4158 -5.1899
O 1.2900 4.1074 -4.8618
C 1.8013 3.3654 -5.8759
O 2.9520 3.0963 -5.9977
O 0.8169 2.9806 -6.7175
H -1.6080 2.7143 -7.8113
H -2.4773 3.7026 -6.6265
H -1.2666 4.4414 -7.6896
H -0.7194 2.3811 -5.4940
H -0.6651 4.4817 -4.2809
H -0.0976 5.3714 -5.7122
C -2.0874 -3.5340 -0.9448
C -2.4588 -3.7880 0.4885
C -2.0544 -2.7182 1.4841
O -1.8770 -3.4807 2.6894
C -1.5470 -4.7487 2.3291
O -1.1314 -5.5693 3.0824
O -1.7363 -4.9261 1.0106
H -2.2719 -4.4213 -1.5481
H -2.6765 -2.7031 -1.3292
H -1.0324 -3.2827 -1.0436
H -3.5256 -4.0084 0.5891
H -2.8049 -1.9480 1.6394
H -1.0991 -2.2584 1.2210
C 5.4286 -7.3010 -0.6413
C 5.3838 -7.0237 -2.1189
C 6.5277 -6.2042 -2.6849
O 5.9065 -5.5481 -3.8010
C 4.5892 -5.4441 -3.5320
O 3.8227 -4.7783 -4.1586
O 4.2616 -6.1757 -2.4521
H 4.4961 -7.7548 -0.3099
H 6.2450 -7.9873 -0.4167
H 5.5751 -6.3780 -0.0795
H 5.2651 -7.9505 -2.6873
H 7.3732 -6.7925 -3.0293
H 6.8647 -5.4389 -1.9819
C 0.7039 -6.0454 5.7362
C 1.6989 -7.1072 6.1050
C 1.2177 -8.1624 7.0794
O 2.4394 -8.5566 7.7250
C 3.2936 -7.5051 7.6685
O 4.3246 -7.4458 8.2600
O 2.8126 -6.5531 6.8475
H 1.1873 -5.2579 5.1593
H -0.0928 -6.4665 5.1264
H 0.2717 -5.5948 6.6284
H 2.1143 -7.5795 5.2090
H 0.7590 -9.0273 6.6079
H 0.5448 -7.7412 7.8296
C 2.0066 8.7682 -1.3828
C 1.0638 7.9490 -2.2206
C 1.6344 7.3691 -3.5002
O 0.4698 7.2990 -4.3374
C -0.4066 8.2403 -3.9191
O -1.3961 8.5392 -4.5078
O -0.0068 8.7682 -2.7454
H 1.4675 9.2612 -0.5754
H 2.7703 8.1238 -0.9476
H 2.4915 9.5361 -1.9863
H 0.5979 7.1594 -1.6241
H 2.0679 6.3784 -3.3940
H 2.3551 8.0428 -3.9689
C -4.0437 8.8569 -3.0361
C -5.5360 8.7598 -3.1864
C -6.3558 8.9048 -1.9225
O -7.5219 8.1214 -2.2248
C -7.1654 7.1812 -3.1311
O -7.8488 6.2641 -3.4580
O -5.9269 7.4314 -3.6069
H -3.5368 8.5795 -3.9553
H -3.7525 9.8739 -2.7743
H -3.6982 8.1809 -2.2509
H -5.8944 9.4569 -3.9498
H -6.6428 9.9241 -1.6855
H -5.8529 8.4588 -1.0610
C -1.3996 -1.8941 5.5430
C -1.8183 -2.4021 6.8958
C -1.4206 -1.5696 8.0989
O -1.3127 -2.5587 9.1313
C -1.0213 -3.7431 8.5420
O -0.6971 -4.7302 9.1184
O -1.1510 -3.6420 7.2011
H -1.5877 -2.6558 4.7870
H -1.9626 -0.9943 5.2912
H -0.3338 -1.6595 5.5310
H -2.8938 -2.6036 6.9154
H -2.1510 -0.8183 8.3857
H -0.4417 -1.1039 7.9601
C -10.3616 11.6868 -0.4114
C -9.2665 11.4489 0.5921
C -8.9720 12.5857 1.5517
O -7.5814 12.3868 1.8411
C -7.0255 11.7461 0.7885
O -5.8606 11.5771 0.6266
O -7.9874 11.3212 -0.0625
H -10.3852 10.8815 -1.1441
H -11.3269 11.7238 0.0936
H -10.2023 12.6262 -0.9421
H -9.4412 10.5211 1.1440
H -9.5461 12.5539 2.4733
H -9.0911 13.5600 1.0719
C 5.1489 -9.5716 5.8543
C 5.2821 -10.7715 4.9588
C 6.6934 -11.2545 4.6918
O 6.5735 -11.8445 3.3912
C 5.5432 -11.2377 2.7528
O 5.2943 -11.3664 1.5983
O 4.8479 -10.4643 3.6159
H 4.1220 -9.2161 5.8454
H 5.4194 -9.8170 6.8802
H 5.7906 -8.7611 5.5058
H 4.6622 -11.5986 5.3174
H 7.0544 -11.9945 5.4004
H 7.3983 -10.4217 4.6318
*
```

Here are the Löwdin charges for atoms 1 to 6, given in e: atom 1 (C): 0.021, atom 2 (C): -0.529, atom 3 (O): 0.135, atom 4 (O): -0.037, atom 5 (C): -0.155, atom 6 (C): -0.116